This record from OMol25 describes a molecular structure, C15H18Br9N3 in a non-equilibrium geometry. The level of theory is ωB97M-V with the def2-TZVPD basis set.

The geometry in XYZ format:
```
45
C15H18Br9N3, DFT ωB97M-V with the def2-TZVPD basis set
N -15.486 -5.342 1.893
C -14.895 -6.524 2.178
C -14.635 -7.156 0.977
C -15.198 -6.341 -0.061
C -15.635 -5.180 0.545
H -15.828 -4.711 2.568
H -14.481 -6.772 3.154
H -14.042 -8.072 0.870
H -15.106 -6.699 -1.089
H -16.242 -4.336 0.205
N -20.594 -9.049 -5.699
C -21.131 -7.803 -5.496
C -21.068 -7.507 -4.168
C -20.606 -8.661 -3.531
C -20.364 -9.650 -4.496
H -20.729 -9.518 -6.614
H -21.523 -7.238 -6.317
H -21.423 -6.628 -3.653
H -20.509 -8.697 -2.460
H -20.158 -10.722 -4.455
N -18.722 -9.049 -8.439
C -19.984 -9.199 -8.926
C -20.365 -10.491 -8.684
C -19.333 -11.130 -8.005
C -18.296 -10.203 -7.885
H -18.244 -8.177 -8.383
H -20.502 -8.302 -9.294
H -21.330 -10.970 -8.912
H -19.309 -12.165 -7.614
H -17.423 -10.303 -7.284
C -18.011 -5.641 -4.729
Br -17.385 -6.692 -6.170
Br -19.068 -4.092 -5.278
Br -16.615 -5.124 -3.493
H -18.758 -6.255 -4.246
C -20.124 -5.038 -0.196
Br -22.023 -5.299 -0.671
Br -19.307 -3.446 -0.900
Br -19.168 -6.689 -0.700
H -20.005 -4.961 0.855
C -13.610 -6.276 -5.355
Br -13.591 -7.577 -6.947
Br -12.342 -4.971 -5.769
Br -13.115 -7.295 -3.792
H -14.643 -5.917 -5.295
```

net charge = 0
Kohn-Sham gap = 7.83 eV
2S+1 = 1

***

This record from OMol25 describes C15H18Cl2N2OS2 in the gas phase in a non-equilibrium geometry. The level of theory is ωB97M-V with the def2-TZVPD basis set.

The geometry in XYZ format:
```
40
C15H18Cl2N2OS2, DFT ωB97M-V with the def2-TZVPD basis set
O -2.003 0.919 2.054
C -2.976 1.554 1.728
C -3.756 2.242 2.919
S -3.949 4.081 2.772
N -3.504 1.672 0.471
C -2.646 1.269 -0.589
C -1.303 2.138 -0.715
S -1.782 3.888 -1.144
C -0.459 1.687 -1.836
C 0.179 0.271 -1.568
C 1.209 0.308 -0.330
N 2.125 -0.787 -0.607
C 3.278 -0.592 -1.425
C 3.949 -1.738 -1.478
C 3.353 -2.689 -0.512
C 3.601 -4.024 -0.140
C 2.693 -4.668 0.759
Cl 3.213 -6.268 0.924
C 1.451 -4.131 1.107
Cl 0.206 -5.182 1.559
C 1.242 -2.809 0.699
C 2.084 -2.091 -0.103
H -3.115 2.030 3.792
H -4.690 1.715 3.052
H -2.600 4.252 2.787
H -3.993 2.506 0.267
H -2.340 0.274 -0.502
H -3.208 1.283 -1.489
H -0.795 2.029 0.224
H -0.841 4.499 -0.410
H 0.346 2.526 -2.066
H -0.825 1.607 -2.833
H 0.740 -0.090 -2.456
H -0.563 -0.540 -1.357
H 0.824 0.216 0.700
H 1.810 1.257 -0.497
H 3.658 0.289 -2.013
H 4.694 -1.890 -2.238
H 4.496 -4.556 -0.497
H 0.199 -2.461 0.993
```

net charge = 0
SMILES string = O=C(CS)NC[C@H](S)CCCn1ccc2cc(Cl)c(Cl)cc21
Kohn-Sham gap = 8.42 eV
2S+1 = 1